Here is a molecular structure, C31H45BrMgN2P2 from the Open Molecules 2025 dataset. Energies are from wB97M-V/def2-TZVPD.

Properties
**Energy relative to the best compared isomer or geometry (same formula, charge and spin)**: 165.4 kJ/mol
**2S+1**: 1
**Highest occupied orbital energy (spin up / spin down)**: -13.041 / -13.034 eV
**Kohn-Sham gap (spin up / spin down)**: 4.4 / 5.6 eV
**Charge**: +2

Last column: Löwdin charge in e.
Positions of all 82 atoms, in Å:
C: 6.53 -2.78 -6.68  -0.002
C: 6.45 -1.49 -6.11  -0.224
C: 7.38 -0.52 -6.54  -0.012
C: 8.26 -0.84 -7.57  -0.123
N: 8.30 -2.05 -8.14  0.068
C: 7.46 -3.00 -7.71  -0.121
C: 5.46 -1.16 -5.13  0.078
C: 4.49 -1.00 -4.40  0.045
C: 3.73 -0.77 -3.24  -0.221
C: 2.37 -1.01 -3.24  0.010
C: 1.60 -0.61 -2.13  -0.103
C: 2.30 -0.13 -1.03  -0.308
C: 3.66 0.06 -0.98  -0.181
C: 4.41 -0.23 -2.12  0.035
Mg: 1.42 1.73 -0.25  0.612
P: -1.14 1.87 -1.30  0.951
H: 7.42 0.48 -6.10  0.114
H: 5.89 -3.61 -6.37  0.117
H: 8.97 -0.10 -7.95  0.116
H: 7.53 -3.98 -8.20  0.118
H: 5.49 -0.09 -2.18  0.142
H: 1.92 -1.51 -4.10  0.135
H: 4.10 0.38 -0.06  0.060
H: 0.52 -0.69 -2.15  0.068
C: -2.49 2.77 -0.40  -0.384
C: -3.05 4.06 -0.99  -0.132
H: -2.10 2.95 0.61  0.072
H: -3.32 2.04 -0.32  0.086
H: -3.83 4.46 -0.34  0.092
H: -2.31 4.87 -1.07  0.068
H: -3.51 3.94 -1.97  0.070
C: -0.38 3.01 -2.55  -0.409
C: -0.26 2.61 -4.01  -0.112
H: 0.69 3.10 -2.25  0.019
H: -0.80 4.02 -2.44  0.089
H: 0.44 3.30 -4.51  0.097
H: 0.15 1.60 -4.11  0.070
H: -1.22 2.67 -4.53  0.066
C: -2.17 0.81 -2.40  -0.397
C: -3.29 1.50 -3.19  -0.119
H: -2.61 0.04 -1.75  0.052
H: -1.49 0.31 -3.10  0.074
H: -3.68 0.81 -3.94  0.095
H: -4.14 1.78 -2.56  0.079
H: -2.97 2.39 -3.73  0.063
Br: 2.21 -0.35 1.74  0.471
P: 2.64 3.91 0.69  0.993
C: 1.21 4.45 -0.30  -0.478
C: 1.02 5.97 -0.16  -0.127
H: 0.27 3.92 -0.02  0.049
H: 1.45 4.26 -1.35  0.056
H: 0.38 6.35 -0.96  0.079
H: 0.57 6.21 0.80  0.086
H: 1.99 6.47 -0.24  0.076
C: 2.30 2.82 2.09  -0.531
C: 3.16 3.16 3.31  -0.128
H: 2.62 1.77 1.81  -0.115
H: 1.24 2.78 2.34  0.089
H: 2.77 2.62 4.18  0.086
H: 4.20 2.85 3.17  0.083
H: 3.13 4.23 3.53  0.074
C: 3.94 3.19 -0.37  -0.424
C: 5.03 4.23 -0.71  -0.125
H: 3.52 2.74 -1.28  0.062
H: 4.42 2.39 0.22  0.079
H: 5.87 3.73 -1.19  0.080
H: 4.66 5.00 -1.40  0.076
H: 5.40 4.71 0.20  0.081
N: -0.44 -0.93 0.16  0.162
C: -1.21 -1.75 0.91  -0.249
C: -2.55 -2.00 0.52  0.031
C: -3.39 -2.69 1.39  -0.018
C: -2.94 -3.10 2.65  0.010
C: -1.59 -2.95 2.97  -0.008
C: -0.73 -2.26 2.13  0.018
H: -0.68 -0.82 -0.82  0.054
H: 0.58 -0.91 0.35  -0.053
H: -2.90 -1.64 -0.46  0.113
H: -4.42 -2.88 1.08  0.131
H: -3.62 -3.55 3.34  0.130
H: -1.21 -3.33 3.91  0.130
H: 0.31 -2.08 2.38  0.047